A molecular structure, C16H27BF9O12SZr. Source: the OMol25 dataset; level of theory: the ωB97M-V functional and the def2-TZVPD basis.

XYZ file:
```
67
Properties=species:S:1:pos:R:3:forces:R:3
Zr 1.327074 -0.242646 -0.188424 -4.51 3.46 3.03
B 1.280934 -2.491726 -0.593804 0.35 -1.53 -0.52
H 1.045524 -1.800496 -1.388174 -0.82 2.03 -3.65
H 0.527534 -2.241016 0.136796 -2.87 1.13 3.43
H 1.302434 -3.536796 -0.861414 -0.08 -3.26 -1.01
H 2.231144 -2.165546 -0.200144 4.02 1.32 1.45
O 0.966064 1.905164 -0.337994 0.66 -3.05 0.49
C 0.147074 2.601714 0.622496 1.15 -1.96 0.22
C -0.270966 1.551014 1.761826 -1.21 0.20 -0.86
O 0.152804 0.175234 1.683506 2.57 0.67 -3.64
H -0.672386 3.070214 0.077436 -0.34 -0.24 0.19
H 0.708444 3.411224 1.089046 0.23 0.00 -0.10
H -1.353856 1.446244 1.695006 -0.33 0.44 0.34
H -0.008756 2.015424 2.712446 0.13 -0.43 0.24
C 5.451734 -3.203246 1.649156 1.15 1.34 -0.88
C 4.067914 -3.607826 1.911306 0.18 -0.97 -0.82
O 3.591974 -2.864526 3.017056 -2.17 2.71 1.72
C 2.922114 -1.683786 2.902476 0.99 -1.66 -2.76
O 2.597144 -1.150426 1.831686 0.82 -0.56 1.40
C 2.577054 -0.995936 4.222166 -1.16 -0.12 2.91
F 2.690314 0.283154 4.228246 2.27 2.95 -1.58
F 1.288284 -1.063376 4.541326 -1.37 -2.38 -0.47
F 3.270144 -1.439136 5.278596 0.33 -0.76 -0.70
H 6.155994 -3.280236 2.477526 -0.34 -0.14 0.15
H 5.365654 -2.156166 1.358786 0.75 0.19 -0.23
H 5.845074 -3.789716 0.818826 0.05 0.13 -0.07
H 4.171184 -4.667476 2.144926 -1.22 0.04 0.55
H 3.450674 -3.431986 1.030296 -0.15 -0.23 0.20
C -2.473286 1.774024 -3.169694 -1.31 0.60 0.27
C -2.875646 1.408504 -1.707644 1.32 -0.43 -1.24
O -3.134176 -0.016766 -1.549874 2.57 -1.94 0.86
C -2.084406 -0.870286 -1.225894 -1.89 2.90 -1.16
O -0.911496 -0.550596 -1.054144 -1.91 -0.25 0.12
C -2.638946 -2.333666 -1.213614 -0.16 0.57 -0.26
F -1.723956 -3.000706 -1.972114 -1.50 -0.17 0.13
F -2.556266 -2.766146 0.025226 -0.11 -0.47 0.27
F -3.958596 -2.459846 -1.625224 3.02 0.05 0.25
H -3.268076 1.415594 -3.823854 -0.18 0.06 0.03
H -1.560016 1.601234 -3.739074 0.37 -0.64 1.15
H -2.572436 2.859024 -3.137324 -0.01 0.20 -0.32
H -3.838766 1.891384 -1.542354 0.20 -0.19 0.28
H -2.116026 1.693274 -0.979654 -0.16 0.15 0.02
C 0.580344 -2.851796 -5.771314 0.90 0.25 0.46
C 1.006674 -2.081066 -4.508164 -0.05 -3.27 0.29
O 1.518524 -0.813616 -4.731864 -0.67 4.58 -0.12
C 1.401474 0.188844 -3.870704 -0.46 -2.01 3.12
O 1.147174 0.015154 -2.627914 1.25 1.01 -3.60
C 1.546974 1.629464 -4.496144 1.14 0.25 -0.56
F 1.518374 1.511334 -5.823184 0.71 -0.04 0.26
F 0.531244 2.386734 -4.180224 -0.74 0.17 0.81
F 2.673434 2.287674 -4.077104 -1.04 -1.36 -0.54
H 0.576824 -3.894736 -5.454504 -0.26 -0.06 0.05
H 1.368684 -2.811896 -6.522994 -0.33 0.28 -0.28
H -0.417186 -2.597346 -6.129484 0.28 0.19 -0.16
H 1.879374 -2.575466 -4.081464 -0.35 -0.62 0.30
H 0.147634 -2.182976 -3.845014 0.28 0.90 0.54
C -2.887496 3.789004 3.737686 1.22 2.37 -2.97
C -3.078686 2.716494 4.694206 0.13 -1.17 -0.33
O -3.843286 3.366934 5.670176 -1.66 0.30 1.45
S -4.957576 4.375004 5.030996 2.84 4.38 0.50
O -4.916226 5.696684 5.695636 0.28 -3.58 -1.27
O -6.204446 3.783784 4.821396 -1.00 -1.21 -0.34
O -4.109446 4.505514 3.606076 -1.83 -0.36 1.60
H -2.717386 3.518214 2.695646 0.43 -0.63 0.14
H -2.135126 4.541174 3.974916 0.26 -0.22 0.50
H -2.167516 2.299174 5.122826 -0.08 0.36 0.22
H -3.578556 1.905374 4.164756 -0.57 -0.25 0.50
```
Positions in Å, forces in eV/Å.

## Properties
Relative energy (zero: lowest compared OMol25 entry of this formula, charge and spin)   116.89 kcal per mole
HOMO energy   -12.578 eV
Electronic energy   -2897.2588 Ha
Strongest force on any atom   6.4 eV/A
Total charge   +1

=====

A molecular structure, C16H27MnN7OS2SeSi. Source: the OMol25 dataset; level of theory: the ωB97M-V functional and the def2-TZVPD basis.

XYZ file:
```
56
Properties=species:S:1:pos:R:3:forces:R:3
Mn 0.165878 0.043440 -0.820833 -0.01 0.35 -1.07
C 4.163001 -0.243123 0.601043 -0.03 -0.07 -0.01
C 2.689537 -0.239000 0.366239 0.22 0.04 -0.95
N 2.115907 -0.216571 -0.792721 1.15 -0.01 0.69
N 2.833670 -0.243601 -1.944429 0.29 0.02 -0.12
C 2.187685 -0.200782 -3.133060 -0.85 0.03 -0.19
N 2.929567 -0.226154 -4.238810 0.15 -0.05 0.20
S 0.505260 -0.116413 -3.209874 0.37 -0.02 -0.38
C 1.758622 -0.240188 1.485344 -0.74 -0.04 0.95
C 2.165612 -0.202209 2.816127 0.40 0.00 -0.59
C 1.217741 -0.215148 3.818549 -0.52 0.00 0.10
C -0.125983 -0.240313 3.467510 0.42 0.00 0.27
C -0.458103 -0.256524 2.126835 -0.25 -0.04 -0.35
N 0.448305 -0.280838 1.155197 0.72 -0.09 1.50
H 4.752452 -0.241767 -0.310878 0.04 0.00 0.05
H 4.448582 -1.121859 1.180098 0.00 0.01 0.02
H 4.443740 0.646359 1.166614 -0.02 0.00 0.03
H 3.835748 -0.330661 -1.897985 0.03 0.01 0.03
H 3.932430 -0.309553 -4.226871 0.00 0.02 -0.05
H 2.454447 -0.209473 -5.125354 0.04 0.00 -0.02
H 3.219678 -0.153158 3.051374 -0.02 -0.03 0.06
H 1.512326 -0.195765 4.858698 0.03 0.02 -0.01
H -0.900426 -0.234393 4.220869 -0.03 0.01 -0.03
H -1.492389 -0.245852 1.805679 0.00 -0.01 -0.03
C -0.350774 3.261018 1.878043 0.09 -0.01 -0.37
Si -0.053761 3.351603 0.003320 -0.27 0.69 0.28
C 1.441033 4.465177 -0.307812 -0.34 -0.11 0.09
C -1.599768 4.059855 -0.815795 0.39 -0.10 0.18
O 0.272266 1.878969 -0.570535 0.54 -0.51 -0.28
H -0.473062 4.264140 2.292258 -0.01 -0.02 0.04
H 0.492589 2.788229 2.391214 0.01 0.02 0.01
H -1.255171 2.691594 2.107736 -0.02 0.02 0.00
H 1.269487 5.452770 0.128128 0.05 0.01 -0.03
H 1.623099 4.596871 -1.376018 -0.01 -0.01 -0.01
H 2.346588 4.052866 0.143765 -0.01 -0.01 0.02
H -1.861910 5.019097 -0.362953 -0.04 0.00 -0.04
H -2.451848 3.385893 -0.702738 0.00 -0.01 0.03
H -1.438421 4.221006 -1.883437 0.00 0.00 0.00
C -2.463362 -3.005758 -2.467977 -0.01 -0.02 -0.13
N -2.414368 -3.154067 -1.033900 0.03 0.15 0.17
C -3.598736 -3.508290 -0.251695 -0.08 -0.08 -0.08
C -3.090658 -3.452719 1.196535 0.01 0.06 0.06
N -1.647166 -3.337826 1.000731 -0.26 0.04 0.04
C -1.321564 -3.090553 -0.278672 -0.01 -0.19 -0.03
S 0.260330 -2.813328 -0.815747 0.18 0.16 0.00
H -3.311918 -2.378944 -2.743514 0.00 0.02 0.06
H -2.564446 -3.978842 -2.954741 -0.01 0.01 0.01
H -1.542369 -2.536882 -2.804036 0.01 -0.01 0.00
H -3.948001 -4.505071 -0.533418 0.04 0.00 0.01
H -4.400349 -2.794850 -0.436491 0.01 0.04 -0.02
H -3.341673 -4.347971 1.761740 -0.01 0.00 -0.01
H -3.483404 -2.580315 1.725427 0.01 -0.03 -0.03
H -0.978625 -3.282400 1.744993 0.14 -0.01 -0.05
Se -4.502085 0.382133 -0.785667 -0.59 0.00 0.03
C -2.791265 0.166691 -0.829002 0.65 -0.09 0.02
N -1.623991 0.003431 -0.839129 -1.86 -0.17 -0.06
```
Positions in Å, forces in eV/Å.

## Properties
HOMO energy (spin up / spin down)   -10.656 / -10.687 eV
<S²>   6.04
Electronic energy   -5722.6534 Ha
Strongest force on any atom   1.9 eV/A
2S+1   5
Total charge   +1

=====

C16H27N3OS in the gas phase. Source: the OMol25 dataset; level of theory: the ωB97M-V functional and the def2-TZVPD basis.

XYZ file:
```
48
Properties=species:S:1:pos:R:3:forces:R:3
C -1.193151 -0.204795 -3.853910 7.42 -1.98 -7.68
C -0.067198 1.089938 -4.077888 -8.67 0.75 5.39
C -1.085057 2.303392 -4.342284 0.30 -1.71 -4.75
C 0.546835 1.361844 -2.675925 2.07 -2.86 -11.55
O 1.695442 1.330538 -2.549326 8.94 -0.41 -0.21
N -0.118256 1.592673 -1.729849 -10.43 3.01 10.55
C 0.398737 1.884811 -0.410911 1.12 -1.88 1.40
C -0.564130 2.629576 0.472365 11.86 9.11 -1.16
C 0.543539 0.494305 0.402715 5.90 1.31 -8.97
C -0.502608 -0.324615 0.066613 -7.70 -6.02 -0.67
C -1.911428 -0.276759 0.304437 1.77 -1.71 -2.51
C -2.673236 -1.548632 -0.304763 -7.58 11.82 6.22
C -1.975854 -2.469511 -0.585543 8.88 -9.89 -3.88
S -0.113205 -2.107629 -0.634930 -3.13 2.13 0.94
N 1.128006 0.382836 1.535587 -3.38 3.80 9.80
C 0.099709 0.281295 2.651446 0.46 3.45 3.32
C 0.248337 -1.068714 3.116529 -7.56 -8.18 1.26
N 1.425967 -1.773595 3.314752 3.51 6.68 0.51
C 1.500573 -2.984028 3.907762 3.75 -4.10 -6.35
C 2.325283 -1.378841 2.235988 5.91 0.08 3.33
C 2.451846 0.219820 2.013841 -4.08 -10.00 -12.92
H -1.893179 -0.071720 -3.200703 -3.93 1.01 4.11
H -1.693214 -0.535841 -4.940942 1.28 1.16 2.84
H -0.447182 -1.063047 -3.623203 -1.80 1.06 0.05
H 0.473855 1.015939 -4.892628 3.44 -0.94 -3.29
H -1.902658 2.245762 -3.649119 -0.25 0.72 0.29
H -1.606352 2.115859 -5.524538 1.32 0.34 3.49
H -0.546974 3.239330 -4.532919 -0.42 0.08 0.82
H -1.139356 1.537180 -1.737638 0.58 0.04 -0.31
H 1.483650 2.217220 -0.572445 -1.89 0.29 0.59
H -1.434133 2.316591 0.562676 -7.75 -2.95 1.27
H 0.161379 2.972103 1.416447 -2.61 -1.53 -1.75
H -0.519053 3.743879 -0.028447 -1.06 -2.30 1.11
H 1.475423 0.018750 -0.163700 -1.66 0.74 -0.76
H -2.498964 0.552929 0.753691 0.66 -0.71 -0.40
H -3.817313 -1.599456 -0.079712 2.17 0.06 -0.82
H -2.312493 -3.486872 -0.864244 0.54 0.74 0.09
H -0.991796 0.740178 2.484697 2.63 -1.76 -0.25
H 0.243926 0.833911 3.825053 0.69 -0.26 -3.40
H -0.506195 -1.419351 3.991961 1.72 1.66 -1.13
H -0.404499 -1.917079 2.380021 1.14 2.19 0.43
H 0.876465 -3.101597 4.666932 -2.55 -0.83 3.34
H 2.549468 -3.401365 3.992074 -0.83 1.29 1.05
H 1.326820 -3.762804 2.969315 -0.98 0.55 1.91
H 3.510441 -1.757893 2.425663 -3.33 0.30 -0.45
H 1.833149 -1.817616 1.465282 -0.33 -1.28 -3.60
H 3.078854 0.419605 1.203736 1.68 0.51 -0.66
H 2.539780 0.531493 2.815983 2.21 6.40 13.33
```
Positions in Å, forces in eV/Å.

## Properties
Relative energy (zero: lowest compared OMol25 entry of this formula, charge and spin)   398.85 kcal per mole
HOMO energy   -7.229 eV
Electronic energy   -1262.9632 Ha
Strongest force on any atom   16.8 eV/A
Total charge   0

=====

6 unconnected molecules or ions with the total composition C16H27O25PS5. Source: the OMol25 dataset; level of theory: the ωB97M-V functional and the def2-TZVPD basis.

XYZ file:
```
74
Properties=species:S:1:pos:R:3:forces:R:3
C -2.538770 5.846871 -3.303409 0.71 -0.81 0.08
C -2.408516 4.398202 -3.856016 -1.24 1.78 0.68
O -1.221493 4.379363 -4.700898 -0.16 -1.17 -0.23
C -0.309121 3.504580 -4.344723 0.49 -0.38 0.01
C 0.340277 3.284191 -3.189840 0.57 -0.17 0.33
P 0.182260 4.198779 -1.612660 -1.03 -0.14 0.68
O -1.176295 4.181533 -0.998192 1.53 0.01 -1.68
C 1.255992 2.120661 -3.430725 -0.72 0.77 0.70
O 1.977501 1.585944 -2.646337 0.10 -0.16 -0.42
O 1.125575 1.689068 -4.747299 0.23 -0.26 -0.19
C 0.213440 2.490397 -5.369239 -1.05 1.74 -0.17
O -0.133896 2.496424 -6.504894 0.63 -0.93 0.17
H -1.529776 6.279843 -3.335356 -0.30 0.14 0.01
H -3.211096 6.454042 -3.912069 0.07 -0.06 0.17
H -2.827746 5.810716 -2.253766 -0.23 0.12 -0.23
H -3.315042 4.198350 -4.439901 0.61 -0.24 -0.43
H -2.383030 3.651735 -3.061643 0.49 0.16 -0.07
H 1.122406 3.617321 -0.729544 0.28 0.07 -0.57
H 0.625287 5.505973 -1.887544 0.30 -0.41 -0.16
O 0.042998 -4.123307 0.092389 -0.13 -0.06 0.24
S 0.656295 -2.897036 0.467775 0.33 0.44 -0.53
O 0.524766 -2.350435 1.766841 -0.06 -0.29 0.16
O 0.261408 -1.781802 -0.614028 0.12 -0.58 0.07
C 1.446411 -1.236388 -1.211808 0.33 0.42 0.13
C 2.462201 -2.354705 -1.149911 -0.11 -0.23 -0.53
O 2.223922 -2.989545 0.113453 -0.25 0.28 0.24
H 1.764332 -0.377503 -0.619017 0.00 0.01 -0.06
H 1.245733 -0.916411 -2.229785 -0.21 -0.06 0.05
H 3.484798 -1.993037 -1.211470 0.02 -0.06 0.27
H 2.290118 -3.091827 -1.937781 0.02 0.04 -0.03
O 2.234637 8.804788 -4.355793 -0.24 0.11 0.06
S 2.336943 7.884698 -3.286125 0.54 -0.04 0.04
O 1.199765 7.416902 -2.576261 -0.08 0.16 -0.22
O 3.411429 8.449709 -2.234386 -0.06 -0.09 -0.44
C 4.466868 7.499272 -2.054132 0.04 -0.41 0.32
C 4.543542 6.748907 -3.366799 0.39 0.32 -0.25
O 3.179221 6.606048 -3.780582 -0.24 0.03 0.48
H 4.191713 6.834704 -1.231970 0.04 -0.01 -0.01
H 5.396811 8.007013 -1.811947 -0.13 0.21 -0.04
H 5.016337 5.775848 -3.264027 -0.25 -0.10 -0.05
H 5.070003 7.329711 -4.127243 0.04 -0.01 0.04
O 0.835229 -10.238118 1.205227 -0.02 -0.20 0.21
S 1.761716 -9.382560 1.850871 0.02 0.51 -0.30
O 2.738342 -9.866579 2.757294 -0.01 -0.20 -0.03
O 0.938099 -8.195118 2.561709 0.04 -0.25 -0.42
C 1.384166 -6.927301 2.059422 0.33 0.49 0.20
C 1.861130 -7.207629 0.653326 -0.53 0.08 -0.30
O 2.500476 -8.489585 0.738646 0.06 -0.04 0.55
H 2.202574 -6.579210 2.693900 0.00 0.01 -0.03
H 0.574255 -6.202278 2.084381 -0.14 -0.18 0.04
H 2.555963 -6.454998 0.291405 0.18 -0.18 0.03
H 1.022684 -7.290500 -0.041045 0.00 0.07 0.02
O -2.625205 3.975365 0.656364 -1.18 0.02 1.07
S -3.921561 3.863997 0.111208 -0.08 -0.21 0.66
O -4.196251 4.074844 -1.265473 0.04 -0.11 -0.08
O -4.924012 4.782110 0.981768 0.23 -0.29 0.01
C -5.979463 3.979698 1.516125 -0.43 -0.13 -0.22
C -5.380337 2.597092 1.673552 0.19 0.06 0.49
O -4.539347 2.433803 0.528545 -0.29 0.34 -0.34
H -6.802919 3.974680 0.798132 -0.02 -0.03 0.04
H -6.326267 4.391302 2.460800 0.18 0.15 -0.02
H -6.136690 1.817233 1.706101 0.09 -0.07 -0.23
H -4.754649 2.533793 2.566958 -0.06 0.01 0.03
O -0.852621 -5.610542 8.138529 -0.17 0.04 0.17
S -1.468850 -6.682308 7.444606 0.35 -0.30 -0.24
O -2.875824 -6.831476 7.377718 -0.07 0.21 0.02
O -0.821170 -8.057893 7.970398 0.13 0.42 -0.13
C -0.243844 -8.776219 6.874033 -0.22 -0.33 -0.33
C 0.163784 -7.709314 5.882312 0.55 0.05 0.13
O -0.881635 -6.732388 5.948036 -0.36 -0.30 0.25
H -1.008062 -9.435126 6.456453 0.03 0.00 -0.02
H 0.600378 -9.371756 7.211858 -0.03 0.11 0.22
H 0.263783 -8.095678 4.872270 -0.21 0.14 -0.05
H 1.097919 -7.226936 6.181235 0.02 -0.06 0.00
```
Positions in Å, forces in eV/Å.

## Properties
HOMO energy   -10.159 eV
Electronic energy   -4839.0185 Ha
Strongest force on any atom   2.3 eV/A
Total charge   0